Record 1
ORCA calculation (ωB97M-V/def2-TZVPD) on a molecular structure, C46H40ClMgN5O11P2SSe2 at a distorted geometry.

Each line ends with the Mulliken charge.
Positions of all 109 atoms, in Å:
1 Mg -1.821 1.073 0.030  1.68
2 C -0.455 0.754 3.641  -0.92
3 C -1.668 1.500 3.226  -0.04
4 N -2.066 1.674 1.989  0.60
5 C -3.240 2.383 2.042  -0.55
6 C -3.552 2.660 3.343  0.39
7 N -2.537 2.093 4.071  -0.05
8 C -4.655 3.365 4.021  0.52
9 O -5.590 3.866 3.252  -0.61
10 O -4.666 3.462 5.236  -0.71
11 C -3.940 2.699 0.757  0.82
12 O -5.005 3.368 0.818  -1.00
13 O -3.389 2.279 -0.295  -0.76
14 H -0.505 -0.249 3.217  -0.09
15 H -0.386 0.692 4.727  0.44
16 H 0.432 1.254 3.246  0.16
17 H -2.514 2.103 5.076  0.26
18 H -5.390 3.685 2.246  0.42
19 Se 4.917 2.365 -1.547  -0.46
20 P 3.990 0.523 -1.080  -0.03
21 C 4.773 -0.191 0.415  0.81
22 C 4.697 0.615 1.557  -0.55
23 C 5.253 0.187 2.751  -0.74
24 C 5.911 -1.038 2.814  -0.61
25 C 5.988 -1.838 1.686  -0.74
26 C 5.408 -1.425 0.489  -0.30
27 C 4.271 -0.568 -2.495  0.64
28 C 3.262 -0.741 -3.437  -0.19
29 C 3.542 -1.397 -4.630  -0.58
30 C 4.811 -1.896 -4.875  -0.41
31 C 5.821 -1.721 -3.934  -0.86
32 C 5.561 -1.032 -2.760  -0.38
33 C 2.259 0.636 -0.605  0.44
34 C 1.148 -0.168 -0.280  -0.94
35 N 0.244 0.653 0.313  1.46
36 N 0.798 1.862 0.405  -0.28
37 N 1.986 1.879 -0.129  -0.55
38 P 0.692 -1.939 -0.430  0.75
39 Se -1.069 -2.879 -1.120  -0.37
40 C 2.114 -2.821 -1.190  0.68
41 C 3.228 -3.223 -0.461  -0.30
42 C 4.203 -4.023 -1.049  -0.61
43 C 4.071 -4.428 -2.368  -0.85
44 C 2.950 -4.046 -3.095  -0.55
45 C 1.973 -3.258 -2.508  -0.95
46 C 0.926 -2.358 1.372  0.35
47 C 1.855 -1.674 2.160  0.36
48 C 2.028 -1.991 3.501  -0.70
49 C 1.266 -2.997 4.081  -0.74
50 C 0.334 -3.679 3.311  -0.73
51 C 0.163 -3.360 1.967  -0.85
52 H 4.185 1.569 1.491  0.38
53 H 5.169 0.809 3.634  0.41
54 H 6.354 -1.371 3.745  0.37
55 H 6.493 -2.797 1.732  0.39
56 H 5.431 -2.077 -0.373  0.45
57 H 2.256 -0.384 -3.229  0.36
58 H 2.754 -1.529 -5.362  0.45
59 H 5.023 -2.415 -5.804  0.39
60 H 6.814 -2.115 -4.117  0.39
61 H 6.362 -0.830 -2.060  0.52
62 H 3.340 -2.934 0.574  0.67
63 H 5.060 -4.343 -0.465  0.39
64 H 4.838 -5.045 -2.826  0.35
65 H 2.835 -4.372 -4.123  0.44
66 H 1.077 -2.976 -3.050  0.32
67 H 2.457 -0.883 1.731  -0.03
68 H 2.758 -1.446 4.090  0.48
69 H 1.390 -3.243 5.131  0.36
70 H -0.267 -4.466 3.753  0.36
71 H -0.583 -3.870 1.373  0.38
72 O -3.314 -1.118 2.437  -0.81
73 C -3.524 -1.017 1.221  0.00
74 O -2.758 -0.505 0.339  0.05
75 C -4.814 -1.586 0.663  0.11
76 C -5.535 -2.510 1.402  -0.44
77 C -6.713 -3.082 0.910  -1.07
78 C -7.116 -2.679 -0.338  0.93
79 O -8.234 -3.080 -1.045  -0.52
80 C -8.143 -2.423 -2.306  -0.24
81 O -7.060 -1.513 -2.267  -0.50
82 C -6.408 -1.749 -1.069  0.90
83 C -5.252 -1.182 -0.604  -0.99
84 H -5.154 -2.786 2.377  0.48
85 H -7.286 -3.802 1.482  0.39
86 H -9.072 -1.887 -2.507  0.22
87 H -7.977 -3.165 -3.094  0.24
88 H -4.679 -0.455 -1.168  0.60
89 Cl -1.999 3.028 -3.897  -0.21
90 C -1.290 1.418 -4.228  -0.77
91 C -0.844 0.652 -2.962  0.04
92 O 0.019 -0.208 -3.206  -0.60
93 O -1.399 0.984 -1.881  -0.27
94 H -0.439 1.552 -4.885  0.38
95 H -2.049 0.826 -4.734  0.35
96 O -0.583 4.400 1.736  -0.85
97 S -0.984 4.061 0.330  1.47
98 C -2.148 5.434 -0.095  -1.05
99 C -1.403 6.479 -0.931  -0.59
100 C 0.089 6.277 -0.656  -0.71
101 C 0.294 4.775 -0.749  -0.62
102 H -2.457 5.818 0.876  0.39
103 H -3.016 5.010 -0.603  0.30
104 H -1.723 7.495 -0.686  0.34
105 H -1.598 6.318 -1.995  0.27
106 H 0.334 6.612 0.355  0.27
107 H 0.720 6.816 -1.367  0.40
108 H 1.264 4.415 -0.413  0.29
109 H 0.080 4.402 -1.758  0.17

The total energy comes out at -256407.48296 eV. Its charge is -2. The highest occupied orbital energy comes out at -3.32 eV. The value obtained for the max |F| is 1.43 eV/A. The calculation puts the orbital gap at 7.07 eV. For the energy relative to the best compared isomer or geometry (same formula, charge and spin), the calculation gives 0.1 kcal per mole.

Record 2
ORCA calculation (ωB97M-V/def2-TZVPD) on C2H7NO in the gas phase at a distorted geometry.

Each line ends with the natural charge from an NBO analysis.
Positions of all 11 atoms, in Å:
1 C -0.672 0.582 -0.260  -0.25
2 C 0.792 0.570 0.235  -0.09
3 H -1.953 -0.539 1.012  0.36
4 H -1.191 -1.446 -0.050  0.36
5 H -1.016 1.573 0.118  0.20
6 H -0.687 0.713 -1.364  0.18
7 H 0.801 0.634 1.400  0.16
8 H 1.473 1.393 -0.064  0.18
9 H 1.622 -0.586 -0.984  0.46
10 N -1.629 -0.460 0.029  -0.83
11 O 1.454 -0.679 -0.015  -0.72

The total energy comes out at -5724.19034 eV. The highest occupied orbital energy comes out at -9.46 eV. The value obtained for the max |F| is 3.39 eV/A. The calculation puts the orbital gap at 10.42 eV. For the energy relative to the best compared isomer or geometry (same formula, charge and spin), the calculation gives 24.2 kcal per mole.

> Look up the orbital gap of the second one.

10.42 eV

> Among the records above, which one has the highest energy relative to the best compared isomer or geometry (same formula, charge and spin)?

C2H7NO